Record 1
C2HF3N2O | ωB97M-V/def2-TZVPD

XYZ file:
```
9
Properties=species:S:1:pos:R:3:forces:R:3
F 1.413869 -0.047671 1.407426 -0.265 0.070 0.917
F 0.745060 2.026432 -0.597979 -0.877 0.281 0.585
F -2.279725 -1.159110 -0.623167 1.034 0.824 -0.279
O -0.096459 -1.239290 0.155450 -0.623 0.673 -0.579
N -1.421068 -0.463788 0.221127 0.393 -2.395 2.411
N -1.181347 0.771544 -0.175770 1.684 2.041 -1.472
C 0.084078 0.972520 -0.190554 -0.094 -1.620 -1.431
C 0.893116 -0.280269 0.138544 -0.272 -0.027 0.869
H 1.842472 -0.580368 -0.335080 -0.979 0.153 -1.022
```
Forces are in eV/Å.

Computed properties:
- Energy above the lowest of the compared OMol25 structures with the same formula, charge and spin: 2.951 eV
- HOMO: -10.64 eV
- LUMO energy: -0.2 eV
- SMILES string: FC1=NN(F)O[C@@H]1F
- Net charge: 0
- Energy: -15265.2248 eV
- Strongest force on any atom: 3.42 eV/Å

***

Record 2
CH2ClOPS | ωB97M-V/def2-TZVPD

XYZ file:
```
7
Properties=species:S:1:pos:R:3:forces:R:3
Cl 0.539927 -1.906981 -0.082538 -0.485 -0.165 -0.098
S 1.928645 1.078909 -0.196983 -1.734 -2.013 -0.453
P 3.461702 -0.388311 -0.032017 -2.264 -0.682 -0.666
O 4.671134 0.295917 0.335444 2.056 1.090 0.616
C 0.307616 -0.400698 -0.817164 0.233 5.009 -0.568
H -0.664326 0.266785 -0.709839 1.890 -1.924 0.875
H 0.523292 -0.209452 -1.876328 0.303 -1.315 0.295
```
Forces are in eV/Å.

Computed properties:
- Energy above the lowest of the compared OMol25 structures with the same formula, charge and spin: 1.301 eV
- HOMO: -9.49 eV
- LUMO energy: -0.6 eV
- Net charge: 0
- Energy: -35762.2208 eV
- Strongest force on any atom: 5.05 eV/Å

***

Record 3
C6H14O | ωB97M-V/def2-TZVPD

XYZ file:
```
21
Properties=species:S:1:pos:R:3:forces:R:3
O -2.521977 -0.346157 2.206152 0.167 0.118 0.257
C -1.655550 -0.583779 1.098161 -0.217 0.002 -0.021
C -2.432385 -1.385078 0.075714 -0.027 0.176 0.017
C 1.562500 1.842676 -1.655099 -0.002 -0.069 0.079
C 2.103305 -0.642705 -1.501558 -0.041 -0.079 -0.050
C 1.784512 0.632229 -0.789077 -0.055 0.371 -0.141
C 1.702466 0.699371 0.531019 0.013 -0.247 0.102
H -0.761502 -1.115934 1.429685 0.069 -0.075 -0.049
H 1.328974 -0.861426 -2.238075 -0.025 -0.048 -0.083
H 1.304379 2.709357 -1.051197 -0.021 0.064 0.005
H 2.164323 -1.480478 -0.811391 0.037 -0.058 0.041
H 2.462384 2.079979 -2.223365 0.068 -0.005 -0.065
H -2.874796 -2.269901 0.529119 0.057 -0.068 0.046
H 3.048401 -0.570131 -2.042722 0.028 0.035 -0.034
H 0.762705 1.674988 -2.380185 -0.004 -0.048 0.008
H -3.241091 -0.770735 -0.321926 -0.024 -0.058 -0.031
H -1.790761 -1.689372 -0.750682 0.031 -0.001 -0.015
H -2.008647 0.087374 2.901255 -0.200 -0.100 -0.194
H 1.874269 -0.190226 1.120976 0.000 -0.022 0.159
H -1.345468 0.367586 0.658124 0.137 0.006 -0.015
H 1.459524 1.610520 1.058251 0.009 0.105 -0.017
```
Forces are in eV/Å.

Computed properties:
- Energy above the lowest of the compared OMol25 structures with the same formula, charge and spin: 1.152 eV
- HOMO: -9.44 eV
- LUMO energy: 0.8 eV
- SMILES string: C=C(C)C.CCO
- Net charge: 0
- Energy: -8495.7401 eV
- Strongest force on any atom: 0.40 eV/Å

***

Record 4
C32H25F9N8O2S2SbW | ωB97M-V/def2-TZVPD

XYZ file:
```
80
Properties=species:S:1:pos:R:3:forces:R:3
W 2.037064 -0.596524 1.809678 0.214 1.065 1.244
Sb 4.033810 -1.717429 5.554461 -1.006 0.708 -1.108
S 1.005580 -2.422898 3.445842 0.565 -0.567 0.294
S 3.118876 -3.760746 -0.709928 0.170 0.154 -0.302
F -1.681657 -7.621193 -3.880387 0.170 0.605 0.340
F 3.412160 -1.887955 2.350769 -0.769 0.855 -0.756
F 3.003441 -2.045558 7.084101 -1.002 -0.240 0.331
F 5.429969 -1.657111 6.735764 2.092 -0.150 0.937
F 3.204504 0.954270 1.608915 -0.199 -0.560 0.264
F 3.899531 0.176987 5.730572 -0.029 -0.157 -0.042
F -2.177241 -5.684431 -4.740593 -0.350 -0.636 -0.508
F 2.386873 -0.071372 3.621580 -0.122 -0.353 -0.056
F -3.324837 -6.455208 -3.035974 0.727 -0.247 -0.640
O 2.918334 -0.710125 0.044992 0.648 -0.716 -0.729
O 4.239094 -0.104252 -1.642002 -0.339 -0.422 0.513
N 0.618053 0.436473 0.381279 0.506 0.722 -0.579
N 3.200978 -5.510178 1.457153 0.014 -1.191 1.468
N -0.080928 -0.322714 2.172054 -1.757 -0.167 0.386
N -1.504754 -2.487027 4.378676 0.597 -1.624 0.581
N -3.074550 3.639844 -2.659571 -0.584 -0.123 -0.162
N -0.999578 -0.872126 2.919713 -0.548 1.723 -1.311
N -0.874155 4.063050 -2.744209 -1.741 -0.404 -0.241
N 0.986648 1.823273 2.619592 1.584 0.537 0.448
C -0.117106 -3.869808 -0.837360 0.080 0.869 -0.734
C -1.007968 5.965992 -4.312969 -1.250 0.183 0.316
C -0.404661 4.082059 3.114557 -0.162 1.887 0.571
C -1.997993 0.679839 0.641813 0.326 0.385 0.583
C 0.519518 -2.998572 0.107038 0.736 1.234 0.765
C 1.119611 -2.187980 0.819273 -1.134 -1.700 -1.710
C -0.432377 -5.169647 -0.468484 0.311 0.564 0.618
C -0.348716 -3.386133 -2.162332 0.640 -0.752 2.568
C -0.063013 1.758733 -1.487879 -0.865 0.133 -1.328
C -1.456382 2.117588 -1.389269 0.630 0.592 1.416
C 3.167578 -4.790753 0.564761 -0.019 0.921 -1.151
C -2.948051 4.755820 -3.527272 -0.231 -1.374 1.237
C -0.992463 -6.009992 -1.373308 -0.987 -1.054 -1.055
C -0.876974 3.159177 2.222673 -1.674 0.015 0.065
C -3.837891 5.547416 -4.217830 0.903 1.575 -1.811
C -2.055507 -6.363886 -3.592093 -1.300 0.427 0.211
C -1.808650 3.256820 -2.255851 0.545 1.508 -1.485
C -1.588678 4.983339 -3.554818 1.380 -1.145 0.852
C 0.798468 0.868389 -0.822390 -0.985 -0.026 0.965
C -0.147538 2.019138 2.019665 -0.585 -0.170 0.012
C 4.141223 -0.592753 -0.539268 0.592 0.225 0.429
C 1.540116 2.756480 3.432876 -0.109 -2.177 -1.060
C -0.594778 -1.927550 3.574248 0.751 -0.570 0.932
C -1.246018 -5.534313 -2.653746 0.538 -1.094 0.136
C -3.252653 6.591228 -5.009641 0.195 -0.873 1.530
C -0.529756 0.763483 1.252904 0.767 -1.260 -0.954
C 0.825415 3.886470 3.722101 0.621 0.729 -0.128
C -2.428945 -0.684685 0.048844 -0.294 -0.327 0.916
C -0.874605 -4.278068 -3.061297 -0.044 1.118 0.283
C -2.322168 1.741809 -0.402325 0.209 -0.392 0.080
C 5.357577 -1.043187 0.290467 -0.845 -0.626 -0.264
C -1.850659 6.814758 -5.000339 -0.139 0.285 -0.400
H 0.035501 6.017618 -4.221324 1.304 0.563 -0.322
H 2.529013 2.428606 3.780447 -0.442 0.626 0.176
H -2.649877 -1.392084 0.868317 0.173 0.255 -0.400
H -0.958289 5.041429 3.330206 0.525 -1.321 -0.307
H 1.675646 0.522843 -1.330979 0.658 0.030 -0.077
H -2.399154 -2.055228 4.459971 -0.402 0.074 0.021
H -1.892038 3.251391 1.856777 0.146 0.131 -0.400
H -3.322772 -0.628543 -0.591929 0.218 0.334 0.368
H -0.250223 -5.446903 0.548227 0.143 -0.329 0.380
H -1.329102 -7.033924 -1.160755 0.328 0.524 0.250
H -2.565923 0.883470 1.566532 -0.283 -0.129 -0.514
H -4.898346 5.416430 -4.304619 -0.314 -0.252 0.347
H 5.645135 -0.222365 0.894873 0.261 1.185 0.529
H -1.660857 -1.118003 -0.564686 0.568 -0.136 -0.262
H -1.308879 -3.389121 4.836325 -0.255 1.070 -0.403
H -0.077062 -2.345587 -2.289762 -0.072 -0.141 -0.726
H -1.366684 7.660767 -5.502311 -0.635 -0.305 -0.098
H 0.387276 2.209792 -2.356960 0.186 0.061 -0.127
H 1.300123 4.664659 4.294737 -0.170 0.073 0.398
H -3.931566 7.265448 -5.510338 0.129 0.019 -0.213
H -1.069711 -3.920661 -4.033706 -0.227 0.052 -0.997
H 5.091129 -1.801061 1.018690 -0.107 -0.271 -0.251
H -3.353767 2.149369 -0.443518 0.752 -0.370 0.302
H 6.240769 -1.349482 -0.270608 -0.435 0.083 -0.397
H -3.933530 3.112874 -2.518868 0.508 0.252 -0.057
```
Forces are in eV/Å.

Computed properties:
- Energy above the lowest of the compared OMol25 structures with the same formula, charge and spin: 1.788 eV
- HOMO (alpha / beta): -8.24 / -8.92 eV
- LUMO energy (alpha / beta): -1.4 / -2.9 eV
- Net charge: 0
- Energy: -104096.4785 eV
- <S²>: 3.812
- Strongest force on any atom: 2.75 eV/Å
- Spin multiplicity: 4

***

Record 5
C32H22BrN5NdO7S | ωB97M-V/def2-TZVPD

XYZ file:
```
69
Properties=species:S:1:pos:R:3:forces:R:3
Nd -19.417804 -5.687123 -2.355948 -0.859 0.380 1.219
Br -17.449930 1.389809 -0.028504 -0.162 -0.410 -0.171
S -18.341639 -10.843193 -2.202168 -1.310 0.783 -0.017
O -16.419908 -6.567877 0.915099 -0.463 -0.032 -0.483
O -23.832401 -8.140231 3.562317 1.201 0.247 0.451
O -23.634680 -4.624267 -1.721140 1.833 -0.997 -0.459
O -21.681662 -5.424131 -2.642012 -0.543 0.196 -0.403
O -17.810816 -6.541520 -0.867359 0.187 0.484 0.560
O -25.231270 -8.271266 1.862804 -0.512 0.028 -0.966
O -19.837516 -3.466295 -2.738744 0.353 1.333 0.498
N -17.344884 -4.290029 -3.207068 -0.475 0.972 0.098
N -19.544548 -8.503456 -2.339382 1.597 -0.290 0.022
N -21.112636 -6.722584 -0.469416 0.708 0.042 0.402
N -19.101837 -4.386215 0.027649 -0.922 0.574 0.328
N -18.403989 -6.343987 -4.655654 -1.619 -0.233 -0.817
C -14.808287 -6.956846 -5.183050 0.182 -0.241 0.293
C -17.868562 -4.705050 0.722215 0.776 -0.312 0.136
C -23.074831 -7.565753 1.389932 1.004 1.276 -1.518
C -21.856428 -9.132405 -3.107649 0.816 -1.375 0.502
C -19.306937 -2.408526 -2.202922 -0.721 -0.726 -0.211
C -17.069185 -6.229183 -4.609684 1.112 -0.298 0.210
C -20.791261 -7.450819 0.622392 0.134 0.111 -0.714
C -18.226261 -8.314445 -5.978246 0.741 -0.547 -0.312
C -17.052019 -3.042292 -3.016011 0.319 -0.124 0.561
C -17.904859 -2.145237 -2.285679 -0.670 0.431 0.205
C -20.040592 -10.784099 -2.645820 -0.766 1.718 -0.078
C -18.993144 -7.296630 -5.385178 1.164 0.274 0.798
C -15.094608 -4.953445 -3.849391 -1.290 -0.257 0.007
C -16.831479 -8.279968 -5.916664 -0.902 0.833 0.581
C -16.214167 -7.194649 -5.214955 0.121 0.399 -0.626
C -22.736110 -10.232102 -3.221114 0.542 0.592 -0.029
C -22.621247 -5.344980 -1.754036 -1.321 -0.010 0.263
C -16.489605 -5.115108 -3.892779 1.845 -0.419 -0.268
C -14.269601 -5.867633 -4.515029 -0.436 -0.974 -0.533
C -17.316907 -6.066902 0.245324 0.544 -0.003 0.002
C -24.124571 -8.024811 2.364208 -1.321 -0.606 0.673
C -23.405094 -6.833774 0.210963 0.076 0.465 0.025
C -20.146106 -1.473367 -1.487626 0.572 0.114 0.258
C -20.935777 -11.820749 -2.807771 0.283 -0.465 -0.131
C -21.696415 -7.785051 1.600174 -0.577 -0.635 0.203
C -19.585937 -0.429971 -0.758825 0.569 -0.786 -0.935
C -18.189349 -0.172611 -0.861809 -0.472 -0.414 -0.530
C -20.517795 -9.409193 -2.725332 0.318 -1.927 -0.062
C -22.271923 -11.556654 -3.058996 0.230 1.081 -0.062
C -17.408928 -0.971527 -1.671987 -0.031 0.379 0.166
C -18.418695 -9.114885 -2.020568 -1.006 0.187 -0.357
C -22.379902 -6.338106 -0.622557 -0.654 -0.629 1.003
H -19.400702 -3.427615 0.235540 0.371 -0.158 -0.389
H -24.431169 -6.546318 -0.104523 0.739 -0.455 0.767
H -14.677051 -4.144325 -3.244655 -0.069 -0.368 -0.285
H -20.535884 -12.823858 -2.719969 -0.375 -0.166 -0.006
H -17.069013 -3.960078 0.536873 -0.511 -0.235 -0.286
H -13.197594 -5.761444 -4.487119 0.148 0.091 0.040
H -22.112891 -8.094832 -3.248411 -0.462 0.120 0.131
H -21.337528 -8.326025 2.481780 -0.393 0.246 -0.245
H -23.800929 -10.054446 -3.418706 0.551 -0.064 0.041
H -20.189354 0.209409 -0.151502 -0.353 0.283 0.219
H -19.762556 -7.817422 0.665294 -0.128 0.337 0.074
H -17.563573 -8.621673 -1.587272 0.023 0.437 -0.137
H -16.069145 -2.625478 -3.328157 -0.558 -0.258 -0.104
H -18.753245 -9.154386 -6.438809 0.279 0.360 -0.064
H -21.224354 -1.674887 -1.500772 0.494 0.081 0.144
H -20.084473 -7.296911 -5.470253 0.372 0.045 0.259
H -16.395538 -0.652896 -1.853857 0.366 -0.192 0.077
H -16.207621 -9.029506 -6.399653 -0.201 0.053 0.157
H -19.862789 -4.921994 0.450574 0.187 -0.226 -0.093
H -22.965641 -12.365175 -3.133552 -0.318 -0.371 -0.044
H -17.942666 -4.732063 1.816283 -0.189 -0.159 -0.153
H -14.158641 -7.711955 -5.639957 -0.163 0.410 0.110
```
Forces are in eV/Å.

Computed properties:
- Energy above the lowest of the compared OMol25 structures with the same formula, charge and spin: 0.000 eV
- HOMO: -4.74 eV
- LUMO energy: 0.5 eV
- Net charge: -1
- Energy: -151487.0733 eV
- <S²>: 3.752
- Strongest force on any atom: 2.22 eV/Å
- Spin multiplicity: 4